(1)
A cluster of 2 separate species, C17H33N4O6 in total in a non-equilibrium geometry. Source: the OMol25 dataset; level of theory: the ωB97M-V functional and the def2-TZVPD basis.

ΔE to the lowest compared entry with this formula, charge and spin ... 0.0 kcal per mole
Charge ... -1
Electronic energy ... -1337.84455 a.u.
Kohn-Sham gap ... 5.60 eV

Positions of all 60 atoms, in Å:
C: 3.3463 1.9559 1.8690
C: 2.4977 1.2302 1.4431
N: 1.4886 0.4018 1.0607
C: 1.7683 -0.9161 1.6802
C: 2.9610 -1.6117 0.9840
C: 2.9828 -1.5253 -0.5355
C: 1.8757 -2.3508 -1.2156
C: 0.1478 0.9398 1.4224
N: -0.2021 2.1188 0.6400
C: 0.4601 2.3406 -0.6492
C: 1.4043 3.5425 -0.5931
C: 2.2678 3.6594 -1.8469
O: -0.8767 -0.0281 1.3063
C: -1.0012 -0.6610 0.0535
C: -2.4852 -0.8779 -0.1726
N: -3.1188 0.3577 -0.6626
C: -4.0251 0.9740 0.2966
C: -4.0822 2.5491 0.2002
C: -3.6315 3.1836 1.5120
O: -3.2475 3.0593 -0.8200
C: 0.1368 1.3071 2.9882
O: 0.2180 2.5179 3.2758
O: 0.0464 0.3181 3.7826
H: 4.0915 2.6646 2.1294
H: 2.0313 -0.8026 2.7289
H: 0.9135 -1.5782 1.6166
H: 2.8397 -2.6734 1.2208
H: 3.9071 -1.3080 1.4276
H: 3.9293 -1.9650 -0.8621
H: 2.9733 -0.5032 -0.9057
H: 1.1096 -1.6795 -1.6051
H: 2.2549 -2.8886 -2.0792
H: 1.3882 -3.0267 -0.5278
H: -1.1930 2.0492 0.4631
H: 0.9464 1.4632 -1.0858
H: -0.3198 2.6332 -1.3578
H: 1.9635 3.5801 0.3347
H: 0.7486 4.4171 -0.5823
H: 1.5936 3.6956 -2.7068
H: 2.9071 2.7859 -1.9653
H: 2.8267 4.5926 -1.8541
H: -0.4917 -1.6301 0.0516
H: -0.5899 -0.0888 -0.7787
H: -2.8988 -1.1278 0.8059
H: -2.6443 -1.7379 -0.8247
H: -3.6559 0.1352 -1.4879
H: -5.0569 0.6229 0.1603
H: -3.7518 0.7363 1.3200
H: -5.1288 2.8200 0.0262
H: -4.4641 3.2061 2.2119
H: -2.8350 2.5906 1.9583
H: -3.2437 4.1824 1.3362
H: -3.5558 2.7489 -1.6742
C: 0.3672 -7.2172 -2.0105
N: 0.9807 -5.8727 -1.8209
O: 0.5221 -5.1691 -0.9490
O: 1.8982 -5.5901 -2.5610
H: -0.4318 -7.3336 -1.2882
H: -0.0108 -7.2612 -3.0271
H: 1.1484 -7.9549 -1.8562

Charges obtained by Mulliken population analysis, quoted in units of e: -0.886, -0.470, 1.266, -1.116, -1.210, -0.275, -0.858, 0.161, 0.302, -0.291, -0.310, -1.355, -0.472, 0.718, -1.600, -0.147, -0.758, 0.121, -1.317, -0.521, 0.170, -0.712, -0.754, 0.601, 0.393, 0.688, 0.510, 0.413, 0.432, 0.072, 0.083, 0.435, 0.217, -0.308, -0.021, 0.465, 0.333, 0.316, 0.311, 0.266, 0.426, -0.019, 0.053, 0.393, 0.521, 0.301, 0.385, 0.369, 0.476, 0.383, 0.210, 0.328, 0.317, -0.740, 0.832, -0.482, -0.517, 0.322, 0.274, 0.277


(2)
An isolated molecule of C5H5BrNP. Source: the OMol25 dataset; level of theory: the ωB97M-V functional and the def2-TZVPD basis.

Electronic energy ... -3163.66110 a.u.
Kohn-Sham gap ... 9.47 eV

Positions of all 13 atoms, in Å:
Br: -2.4823 -0.0454 -2.6246
P: -0.5033 -1.0157 -2.2563
C: -0.0967 -0.2836 -0.6371
C: 0.2165 -1.1302 0.4203
C: 0.5290 -0.5757 1.6527
C: 0.5184 0.8007 1.7773
N: 0.2244 1.6318 0.7756
C: -0.0752 1.0915 -0.3961
H: 0.2567 -0.1062 -3.0263
H: 0.2080 -2.2068 0.2776
H: 0.7715 -1.2011 2.5036
H: 0.7544 1.2596 2.7344
H: -0.3213 1.7811 -1.2011

Charges obtained by Mulliken population analysis, quoted in units of e: -0.176, -0.044, 0.336, -0.350, -0.357, -0.266, -0.525, -0.113, 0.057, 0.367, 0.362, 0.329, 0.379


(3)
A cluster of 5 separate species, C24H37F7NO6S in total in a non-equilibrium geometry. Source: the OMol25 dataset; level of theory: the ωB97M-V functional and the def2-TZVPD basis.

Charge ... +1
Electronic energy ... -2539.80063 a.u.
Kohn-Sham gap ... 5.96 eV

Positions of all 76 atoms, in Å:
O: 3.7280 3.4446 5.0282
S: 2.6577 3.0081 4.1913
O: 1.6944 3.9271 3.6919
C: 3.4099 2.1541 2.8268
C: 3.1005 2.5386 1.5290
C: 3.6929 1.8646 0.4714
C: 4.5505 0.8376 0.7419
N: 4.8332 0.5162 2.0124
C: 4.2908 1.1396 3.0657
C: 1.7954 1.6991 5.2310
F: 1.2936 2.4386 6.2274
F: 2.7344 0.8738 5.7199
C: 0.6058 0.9080 4.6077
F: -0.0381 0.2874 5.6060
F: -0.2206 1.8114 4.0438
C: 0.9423 -0.1506 3.5052
F: 2.1117 -0.7701 3.7538
F: 1.0348 0.4527 2.3066
F: -0.0188 -1.0559 3.4538
H: 2.3995 3.3478 1.3737
H: 3.4715 2.1289 -0.5501
H: 5.0300 0.2351 -0.0206
H: 5.4693 -0.2543 2.1810
H: 4.5766 0.8234 4.0571
C: 3.0235 -2.7060 -2.4856
C: 3.8647 -3.8936 -2.0193
C: 5.1820 -3.2264 -1.6553
O: 4.8490 -1.9003 -1.2000
C: 3.4776 -1.6221 -1.5263
H: 1.9512 -2.8807 -2.4401
H: 3.2846 -2.4372 -3.5110
H: 3.4130 -4.3485 -1.1350
H: 3.9844 -4.6665 -2.7754
H: 5.8382 -3.1382 -2.5249
H: 5.7237 -3.7440 -0.8643
H: 2.8905 -1.6500 -0.5986
H: 3.4108 -0.6182 -1.9543
C: -2.1431 -4.0210 -4.0460
C: -1.3172 -5.2223 -3.5876
C: 0.0123 -4.5681 -3.2402
O: -0.2948 -3.2435 -2.7878
C: -1.6623 -2.9364 -3.0946
H: -3.2179 -4.1811 -3.9904
H: -1.8909 -3.7590 -5.0749
H: -1.7635 -5.6673 -2.6961
H: -1.2172 -6.0001 -4.3421
H: 0.6601 -4.4975 -4.1213
H: 0.5547 -5.0957 -2.4535
H: -2.2351 -2.9452 -2.1608
H: -1.7190 -1.9376 -3.5288
C: -3.4355 2.2105 4.2646
C: -2.9971 3.6735 4.3344
C: -4.1829 4.3779 3.6855
O: -5.3310 3.5884 3.9883
C: -4.9330 2.3274 4.5225
H: -2.9344 1.5655 4.9857
H: -3.2542 1.8112 3.2633
H: -2.8947 3.9844 5.3762
H: -2.0563 3.8794 3.8249
H: -4.0655 4.4278 2.5970
H: -4.3377 5.3893 4.0613
H: -5.1507 2.3126 5.5957
H: -5.5133 1.5390 4.0427
C: -3.5577 2.3425 -5.0142
C: -3.8318 1.7544 -3.6319
C: -4.1559 0.3066 -3.9749
O: -3.3961 -0.0145 -5.1445
C: -2.8539 1.1834 -5.7066
H: -2.9561 3.2497 -4.9963
H: -4.4992 2.5683 -5.5181
H: -2.9306 1.8048 -3.0158
H: -4.6388 2.2501 -3.0951
H: -5.2177 0.1811 -4.2087
H: -3.8916 -0.3871 -3.1750
H: -1.7745 1.2036 -5.5176
H: -3.0141 1.1710 -6.7846

Charges obtained by Mulliken population analysis, quoted in units of e: -0.635, 1.343, -0.608, -0.054, -0.123, -0.616, -0.636, 0.111, -0.470, 0.445, -0.230, -0.229, 0.755, -0.284, -0.219, 0.576, -0.225, -0.197, -0.228, 0.586, 0.466, 0.642, 0.333, 0.490, -0.077, -0.571, -0.504, -0.404, -0.262, -0.006, 0.262, 0.257, 0.390, 0.266, 0.296, 0.192, 0.242, -0.582, -0.599, -0.415, -0.424, -0.277, 0.367, 0.268, 0.287, 0.344, 0.290, 0.284, 0.252, 0.115, -0.314, -0.358, -0.478, -0.384, -0.505, 0.254, 0.216, 0.245, 0.210, 0.264, 0.284, 0.275, 0.288, -0.545, -0.568, -0.269, -0.381, -0.400, 0.333, 0.263, 0.250, 0.354, 0.282, 0.191, 0.249, 0.260